(1)
Here is a molecular structure, C22H34ClF3N3O6Sr in a non-equilibrium geometry from OMol25. Energies are from ωB97M-V/def2-TZVPD.

```
70
Properties=species:S:1:pos:R:3
O 1.0628 -0.7137 -3.5450
C 0.2566 0.0976 -4.0373
C 0.3756 1.5680 -4.0524
C 0.4290 2.2599 -2.8394
H 0.2871 1.7027 -1.8969
C 0.6742 3.6152 -2.8371
H 0.8302 4.0925 -1.8773
C 0.7459 4.3212 -4.0224
H 0.9908 5.3750 -4.0165
C 0.4289 3.6836 -5.2137
H 0.3672 4.2409 -6.1381
C 0.1583 2.3210 -5.2225
H -0.2459 1.7857 -6.0979
H -0.7645 -0.2625 -4.2796
C -1.9218 -1.7794 -1.8110
C -2.0575 -0.6241 -0.8880
H -2.5039 -1.6793 -2.7491
H -2.2108 -2.7329 -1.3569
H -0.8934 -1.8078 -2.2205
C -2.4745 0.5930 -1.1774
C -3.9602 0.7853 -1.0845
H -1.8981 1.4535 -1.5103
H -4.3697 1.7147 -1.5135
H -4.2555 0.7101 -0.0137
H -4.4613 -0.0522 -1.5929
Sr -0.9219 -0.6020 1.0437
Cl -3.5412 -0.4450 2.0417
C -1.2526 0.0575 4.1071
O -0.4246 -0.6209 3.4644
N -1.3112 0.0145 5.4281
C -0.5601 -1.0135 6.1345
C -2.3132 0.7473 6.1810
H -1.9998 0.6999 3.5865
H 0.2627 -1.3498 5.5070
H -1.2097 -1.8598 6.3842
H -0.1885 -0.5860 7.0646
H -2.5247 1.6803 5.6480
H -1.9093 0.9528 7.1782
H -3.2412 0.1628 6.2753
H 4.6023 1.3959 -1.9493
H 4.7067 1.2962 0.3285
C 3.5084 1.4232 -1.9708
C 3.6354 1.1816 0.5002
N 3.0111 0.7993 -0.7566
H 3.1266 0.8729 -2.8404
C 1.9568 0.0084 -0.7177
O 1.4858 -0.4615 0.3433
H 3.4381 0.4029 1.2434
H 1.5241 -0.2252 -1.7042
H 3.1757 2.4680 -2.0344
H 3.2151 2.1331 0.8528
H 0.0666 -6.4568 1.0050
H 2.3461 -5.8134 -0.4422
C -0.4346 -5.8036 0.2819
C 1.6104 -5.2662 -1.0471
N 0.4938 -4.8056 -0.2341
H -1.2682 -5.2800 0.7638
C 0.3645 -3.5242 0.0988
O -0.6035 -3.0722 0.7565
H 2.0926 -4.3857 -1.4936
H 1.1837 -2.8667 -0.2564
H -0.7966 -6.4243 -0.5409
H 1.2487 -5.9310 -1.8381
F -0.7038 3.0838 3.2019
C 0.4784 3.0122 2.5198
F 1.1310 4.1866 2.7005
F 1.2339 2.0336 3.1348
C 0.2768 2.6159 1.0161
O 1.1527 3.0311 0.2198
O -0.7130 1.8654 0.8085
```

Values from the calculation:
- frontier orbital gap (alpha / beta) (Ha) = 0.12267 / 0.13567
- HOMO energy (alpha / beta) (eV) = -0.99 / -1.35
- charge = -1
- electronic energy (a.u.) = -2264.95435

(2)
Here is a molecular structure, C40H27BF4LaN7O13P2 in a non-equilibrium geometry from OMol25. Energies are from ωB97M-V/def2-TZVPD.

```
95
Properties=species:S:1:pos:R:3
La -0.2218 1.3163 -0.9950
O -1.0574 -1.9964 -4.0314
C -1.1686 -1.0045 -3.3132
O -0.2077 -0.3571 -2.8098
C -2.6000 -0.5780 -2.9375
C -3.7551 -1.2166 -3.3315
C -4.9744 -0.9179 -2.6851
C -4.9928 0.0432 -1.7027
C -3.7859 0.7131 -1.5099
N -2.6265 0.3821 -2.0139
C -3.6371 1.8146 -0.4466
O -4.5772 1.9590 0.3211
O -2.4513 2.3778 -0.5198
H -3.6691 -1.8770 -4.1341
H -5.9022 -1.3623 -2.9960
H -5.8505 0.2744 -1.0667
O 1.4686 -0.3905 -0.2806
P 1.9989 -1.2258 0.7779
C 0.6656 -1.5080 2.0629
P -1.0426 -1.5925 1.3806
O -1.3642 -0.4531 0.4924
C -2.0578 -1.9198 2.8344
C -1.5715 -1.9747 4.1307
C -2.4316 -2.2712 5.1747
C -3.7352 -2.6046 4.8940
C -4.2817 -2.4779 3.6330
C -3.4385 -2.1832 2.5904
C -0.9982 -3.1819 0.4983
C -0.6900 -4.3846 1.1530
C -0.6125 -5.5164 0.3877
C -0.5838 -5.4569 -1.0330
C -0.6742 -4.1985 -1.6342
C -0.9959 -3.0754 -0.8744
C 3.3559 -0.4472 1.5888
C 3.8914 -0.8540 2.7976
C 4.9108 -0.0631 3.3494
C 5.4715 0.9942 2.6534
C 4.9877 1.3273 1.3756
C 3.9837 0.5980 0.8277
C 2.5264 -2.8112 -0.0176
C 3.3443 -3.7583 0.5106
C 4.0094 -4.7299 -0.2421
C 3.7454 -4.7721 -1.6318
C 2.8761 -3.7925 -2.1418
C 2.3791 -2.7379 -1.3962
H 0.7798 -0.7453 2.8456
H 0.9425 -2.4338 2.4832
H -0.5817 -1.7127 4.3112
H -2.1150 -2.2418 6.2022
H -4.3879 -2.8923 5.6745
H -5.3421 -2.6513 3.4889
H -3.8836 -2.0695 1.5474
H -0.7023 -4.4169 2.2110
H -0.4503 -6.4518 0.8255
H -0.5251 -6.3592 -1.6598
H -0.6878 -4.1122 -2.7510
H -1.1736 -2.1155 -1.4042
H 3.5019 -1.7280 3.3154
H 5.3159 -0.3977 4.3565
H 6.3533 1.5036 3.0138
H 5.4206 2.0947 0.7982
H 3.6672 0.7800 -0.2593
H 3.4259 -3.7496 1.6035
H 4.7377 -5.3861 0.2205
H 4.1129 -5.5781 -2.2536
H 2.6441 -3.7926 -3.2251
H 1.9377 -1.9277 -1.8784
F 3.5660 2.3763 -3.7358
B 3.5407 1.7655 -2.5261
F 4.2651 2.5134 -1.5890
F 4.1200 0.4743 -2.5705
F 2.1705 1.6657 -2.0840
N 0.8575 1.7533 1.4684
C 0.9813 1.7703 2.6163
N 1.2940 1.8898 3.8525
C 1.3817 0.8509 4.6219
N 1.5727 -0.1022 5.2732
O -2.3065 9.2948 -1.8973
N -2.5640 8.2451 -2.5030
O -3.4544 8.1261 -3.3083
C -1.7994 7.0735 -2.1849
C -0.5960 7.1057 -1.4421
C 0.0608 5.9773 -1.1761
C -0.3658 4.6832 -1.5847
O 0.2936 3.6736 -1.2711
C -1.5837 4.7098 -2.3979
C -2.2307 5.8830 -2.6750
N -2.0794 3.6216 -3.1613
O -1.3945 2.5854 -3.2718
O -3.1607 3.7977 -3.7335
N 1.1347 6.1402 -0.1410
O 1.2515 5.3545 0.7932
O 1.8131 7.1669 -0.2662
H -0.3330 8.0297 -0.9716
H -3.0847 5.8494 -3.2903
```

Values from the calculation:
- frontier orbital gap (Ha) = 0.28310
- HOMO energy (eV) = -4.22
- charge = -2
- electronic energy (a.u.) = -4040.95279